ORCA calculation (ωB97M-V with the def2-TZVPD basis set) on a gas-phase ion, C7H8FO2S (charge -1).

Properties
- gap between HOMO and LUMO (alpha / beta) (eV) = 6.3 / 6.3
- max |F| (eV/Å) = 4.0
- total charge = -1
- HOMO (alpha / beta) (eV) = -3.07 / -3.07
- SMILES string = [O-]/C(O)=C(\F)[C@H]1CCCC1=S
- energy (eV) = -25035.547
- energy relative to the best compared isomer or geometry (same formula, charge and spin) (kJ/mol) = 50.2

Each atom is followed by the atoms it is bonded to, with distances in Å.
Atoms and positions in Å:
1 C 2.62820 0.59695 0.08756  C6 1.357, O8 1.203, O9 1.422
2 C -2.12626 -0.08365 -0.04409  C3 1.527, C4 1.511, H12 1.151, H13 1.111
3 C -1.14662 0.84402 0.67200  C2 1.527, C5 1.558, H14 1.096, H15 1.099
4 C -1.21975 -0.77799 -1.03303  C2 1.511, C7 1.485, H16 1.115, H17 1.075
5 C 0.22126 0.09889 0.64006  C3 1.558, C6 1.514, C7 1.432, H18 1.080
6 C 1.32900 0.98779 0.11524  C1 1.357, C5 1.514, F10 1.492
7 C 0.02608 -1.00068 -0.25672  C4 1.485, C5 1.432, S11 1.719
8 O 3.57934 1.26078 -0.23176  C1 1.203
9 O 2.74182 -0.56498 0.89883  C1 1.422, H19 0.944
10 F 1.05167 1.81856 -1.09278  C6 1.492
11 S 0.79864 -2.52024 -0.48089  C7 1.719
12 H -2.52973 -0.95634 0.58804  C2 1.151
13 H -2.93886 0.48193 -0.54898  C2 1.111
14 H -1.12753 1.82930 0.19263  C3 1.096
15 H -1.55242 1.19004 1.63265  C3 1.099
16 H -1.46729 -1.75649 -1.50592  C4 1.115
17 H -0.92324 -0.18043 -1.87647  C4 1.075
18 H 0.54280 -0.07123 1.65704  C5 1.080
19 H 2.11288 -1.19621 0.58660  O9 0.944

Mulliken population analysis, charges in e, atoms 1 to 2: C 0.290; C -0.335